*A*
ORCA calculation (the ωB97M-V functional and the def2-TZVPD basis) on an isolated molecule of C3H8S2.

Calculated values
HOMO level: -8.162 eV
frontier orbital gap: 8.68 eV
SMILES: CCCSS

Geometry (Å):
C -1.53 0.10 2.91
C -1.37 -0.44 1.39
C -0.15 0.16 0.75
S -0.12 -0.45 -0.98
S 1.67 0.51 -1.61
H -1.93 1.11 2.92
H -2.38 -0.39 3.39
H -0.57 -0.14 3.32
H -2.37 -0.20 0.90
H -1.48 -1.64 1.60
H 0.76 -0.13 1.19
H -0.23 1.24 0.78
H 1.75 0.19 -2.94

*B*
ORCA calculation (the ωB97M-V functional and the def2-TZVPD basis) on a structure of composition C3H8S2.

Calculated values
HOMO level: -8.505 eV
frontier orbital gap: 9.12 eV

Geometry (Å):
C 2.26 -1.42 -0.18
C -0.35 -0.39 1.06
C -1.47 0.26 0.56
H 3.14 -1.41 -1.10
H 2.40 -2.84 0.00
H 2.52 -0.82 0.91
H 0.49 0.37 1.39
H -0.41 -1.33 1.61
H -2.31 0.40 1.34
H -2.00 -0.12 -0.21
H 0.16 1.01 -0.59
S 0.62 -1.05 -0.67
S -1.03 1.93 -0.08

Which of them is most stable, and which least? Most stable: *A*; least stable: *B*.

*A*
ORCA calculation (the ωB97M-V functional and the def2-TZVPD basis) on an isolated molecule of C3H8S2.

Calculated values
HOMO level: -8.344 eV
frontier orbital gap: 9.23 eV
SMILES: CCSSC

Geometry (Å):
C 2.20 0.01 -0.43
C 1.04 -0.10 0.53
S -0.07 -1.48 -0.15
S -1.94 -1.27 0.52
C -2.58 0.38 -0.09
H 1.86 0.19 -1.43
H 2.63 -1.02 -0.49
H 3.00 0.63 -0.33
H 1.37 -0.42 1.50
H 0.74 0.88 0.81
H -3.17 0.67 0.79
H -1.75 1.09 -0.31
H -3.32 0.42 -0.93

*B*
ORCA calculation (the ωB97M-V functional and the def2-TZVPD basis) on a cluster of 2 separate species, C3H8S2 in total.

Calculated values
HOMO level: -9.095 eV
frontier orbital gap: 9.61 eV
SMILES: C=C.CSS

Geometry (Å):
C -0.66 0.68 -1.17
C -1.86 0.65 -1.76
H 0.20 0.31 -1.72
H -0.49 1.05 -0.16
H -1.92 0.77 -2.84
H -2.80 0.72 -1.23
C 0.28 -1.15 1.61
S 1.50 0.16 2.05
S 3.01 -0.02 0.62
H 0.28 -1.84 2.45
H -0.64 -0.57 1.67
H 0.57 -1.68 0.72
H 2.51 0.93 -0.24

Which of them is most stable, and which least? Most stable: *A*; least stable: *B*.

*A*
ORCA calculation (the ωB97M-V functional and the def2-TZVPD basis) on a cluster of 2 separate species, C3H8S2 in total.

Calculated values
HOMO level: -8.749 eV
frontier orbital gap: 9.33 eV
SMILES: C=C.CSS

Geometry (Å):
C 0.90 0.25 -2.64
C 0.15 0.94 -3.48
H 0.51 -0.62 -2.13
H 1.85 0.57 -2.23
H -0.84 0.63 -3.76
H 0.45 1.94 -3.74
C 0.27 0.04 2.98
S 0.54 -0.60 1.29
S -1.06 0.09 0.20
H 1.11 0.70 3.14
H -0.65 0.58 3.13
H 0.32 -0.83 3.64
H -1.63 -1.09 -0.08

*B*
ORCA calculation (the ωB97M-V functional and the def2-TZVPD basis) on a cluster of 2 separate species, C3H8S2 in total.

Calculated values
HOMO level: -8.236 eV
frontier orbital gap: 8.73 eV
SMILES: C=C.CSS

Geometry (Å):
C 1.93 -0.50 0.91
C 1.89 -0.35 -0.41
H 2.06 -1.50 1.30
H 1.69 0.24 1.66
H 1.94 -1.13 -1.16
H 1.72 0.63 -0.84
C -1.77 0.45 -1.12
S -2.72 0.84 0.38
S -1.56 0.16 2.02
H -1.15 1.26 -1.48
H -1.10 -0.40 -0.94
H -2.55 -0.02 -1.71
H -0.38 0.32 1.40

Which of them is most stable, and which least? Most stable: *A*; least stable: *B*.

*A*
ORCA calculation (the ωB97M-V functional and the def2-TZVPD basis) on a structure of composition C2H3N3O3.

Calculated values
HOMO level: -10.078 eV
frontier orbital gap: 10.16 eV

Geometry (Å):
C 0.73 0.36 -0.23
C -1.36 -0.21 0.59
H 0.50 -1.21 -1.98
H 2.47 0.95 -0.95
H -0.47 0.12 2.41
N -0.53 -0.34 -0.39
N 1.60 0.31 -1.26
N -0.50 0.54 1.47
O -0.67 -0.70 -1.72
O 0.77 0.64 1.02
O -2.54 -0.46 1.03

*B*
ORCA calculation (the ωB97M-V functional and the def2-TZVPD basis) on an isolated molecule of C2H3N3O3.

Calculated values
HOMO level: -9.244 eV
frontier orbital gap: 9.68 eV
SMILES: ONC1=NOC=NO1

Geometry (Å):
O 0.07 -2.06 -1.67
N 1.01 -1.21 -0.96
C 0.25 -0.25 -0.20
N -1.05 -0.59 0.06
O -1.43 0.45 1.06
C -0.54 1.49 1.38
N 0.57 1.84 0.94
O 0.99 0.80 -0.22
H 0.29 -2.91 -1.17
H 1.79 -0.83 -1.46
H -1.04 2.44 1.92

Which of them is most stable, and which least? Most stable: *A*; least stable: *B*.